[1]
C5H13NO | wB97M-V/def2-TZVPD

Summary:
SMILES string	C/C=C/CCN.O
ΔE to the lowest compared entry with this formula, charge and spin	206.6	kJ/mol
HOMO	-0.3244	hartree
lowest unoccupied orbital energy	1.0294	eV
orbital gap	9.9	eV

Element x y z (Å)
1 C -0.56783 -0.74405 -0.65251
2 C -0.38594 -0.17034 0.78576
3 C 0.80747 0.68872 0.91676
4 C 0.85345 1.87246 1.54448
5 C 1.93212 2.92494 1.43688
6 N 0.02269 -1.95394 -1.14176
7 H -1.60540 -0.60269 -1.03293
8 H -0.21184 0.08250 -1.27465
9 H -1.27827 0.18694 1.29166
10 H -0.13897 -1.16473 1.19316
11 H 1.66325 0.28062 0.37379
12 H 0.12542 1.99874 2.33821
13 H 2.82908 2.41829 1.06669
14 H 1.63547 3.74160 0.79337
15 H 2.24116 3.23330 2.44250
16 H -0.01965 -2.74242 -0.50378
17 H 0.99500 -1.80627 -1.38274
18 H -2.27476 -2.84207 -2.36706
19 H -3.41868 -2.87007 -3.34878
20 O -3.20378 -2.53154 -2.47903

Forces on the atoms, in the same order (eV/Å):
-1.7 3.5 -1.7
0.5 -3.1 0.3
0.3 0.9 -0.2
0.3 -0.7 0.2
0.6 -1.7 0.8
0.4 -0.4 0.3
0.1 -1.0 0.9
0.7 -0.2 -0.4
-0.1 0.1 -0.3
-0.1 0.3 1.2
0.0 0.6 -0.3
-0.7 0.5 -0.4
0.0 0.3 -0.5
0.1 0.3 0.0
-0.3 0.5 -0.2
-0.1 0.2 0.1
0.0 -0.1 0.1
-0.8 0.5 0.1
-0.3 0.0 -0.2
1.2 -0.4 0.2

---

[2]
C37H37ClGeN2O3PPt | wB97M-V/def2-TZVPD

Summary:
spin multiplicity	3
⟨S²⟩	2.04
ΔE to the lowest compared entry with this formula, charge and spin	0.0	kJ/mol
total charge	-1
HOMO (spin up / spin down)	-0.0991 / -0.1767	hartree
lowest unoccupied orbital energy (spin up / spin down)	2.6353 / 2.1292	eV
orbital gap (spin up / spin down)	5.3 / 6.9	eV

Element x y z (Å)
1 Pt 0.70938 -0.95904 -0.85047
2 Cl 4.01943 -1.09060 -0.08190
3 C 3.82473 -0.94971 1.63466
4 C 4.98939 -0.76778 2.37363
5 C 4.93369 -0.64063 3.74947
6 C 3.70628 -0.69703 4.39389
7 C 2.55282 -0.88145 3.65020
8 C 2.57899 -1.01637 2.25677
9 P 1.01204 -1.27949 1.33604
10 C -0.20324 -0.44969 2.41632
11 C -1.27499 -1.13165 2.98710
12 C -2.26305 -0.43760 3.67666
13 C -2.19002 0.94311 3.80255
14 C -1.12198 1.62882 3.23611
15 C -0.13776 0.93923 2.54551
16 C 0.68904 -3.05689 1.51363
17 C 0.01959 -3.60760 0.27503
18 C -0.13542 -5.09295 0.32986
19 C 0.37355 -5.85577 1.32862
20 C 1.05384 -5.26818 2.42563
21 C 1.19428 -3.86762 2.48779
22 H 5.93477 -0.71971 1.85043
23 H 5.84701 -0.49351 4.31279
24 H 3.64366 -0.59394 5.47037
25 H 1.59625 -0.91396 4.15786
26 H -1.34139 -2.20817 2.88153
27 H -3.09681 -0.97858 4.10792
28 H -2.96451 1.48506 4.33175
29 H -1.06533 2.70843 3.31746
30 H 0.69292 1.47178 2.09392
31 H -0.98142 -3.15753 0.17632
32 H -0.68330 -5.56357 -0.47679
33 H 0.25066 -6.93306 1.29743
34 H 1.47447 -5.88943 3.20586
35 H 1.75116 -3.43471 3.31373
36 O 2.29870 1.86830 0.24419
37 C 1.28981 2.07928 -0.39895
38 N 0.81788 3.36281 -0.68505
39 C -0.56222 3.28318 -1.12769
40 C -0.66301 1.76158 -1.41756
41 O -1.64418 1.24092 -1.93721
42 N 0.43009 1.14444 -0.94753
43 C -1.52190 3.69338 -0.00219
44 C -2.62749 2.92960 0.35413
45 C -3.45702 3.33565 1.39430
46 C -3.20154 4.51087 2.08143
47 C -2.10747 5.28897 1.71934
48 C -1.27987 4.88222 0.68501
49 C -0.84800 4.11650 -2.37201
50 C 0.06907 5.05178 -2.83365
51 C -0.22504 5.84430 -3.93787
52 C -1.43821 5.70524 -4.59347
53 C -2.35690 4.76687 -4.13765
54 C -2.06840 3.98204 -3.03197
55 H 1.09352 4.05988 -0.01247
56 H -2.83022 2.00481 -0.16952
57 H -4.30167 2.71668 1.67096
58 H -3.84717 4.82123 2.89395
59 H -1.89934 6.21539 2.24079
60 H -0.44250 5.51280 0.40339
61 H 1.02981 5.13907 -2.34280
62 H 0.50302 6.56651 -4.28763
63 H -1.66667 6.31882 -5.45644
64 H -3.30478 4.64429 -4.64730
65 H -2.77972 3.24584 -2.68263
66 C 0.26774 -5.65171 -2.97460
67 Ge 0.55828 -3.69919 -2.75323
68 C -0.89669 -2.86452 -3.78521
69 C 2.23014 -3.29550 -3.70296
70 C 0.83862 -3.04786 -0.93715
71 H 0.45649 -5.93597 -4.01374
72 H -0.76034 -5.93064 -2.73187
73 H 0.94237 -6.22116 -2.33118
74 H -0.77573 -3.10692 -4.84381
75 H -0.85999 -1.77877 -3.66942
76 H -1.87822 -3.23533 -3.47598
77 H 2.19232 -3.66861 -4.72964
78 H 3.08152 -3.75408 -3.19522
79 H 2.38543 -2.21537 -3.72366
80 H 1.88800 -3.32568 -0.75587
81 O -2.76672 -1.32121 -1.23123
82 H -2.44037 -1.81370 -1.98977
83 H -2.31022 -0.46721 -1.34904

Forces on the atoms, in the same order (eV/Å):
0.0 0.0 -0.2
-0.1 -0.1 0.0
0.1 0.0 0.1
0.0 0.0 0.0
0.0 0.0 0.0
0.0 0.0 0.0
0.0 0.0 0.0
-0.1 0.0 0.1
-0.1 0.1 0.1
0.0 -0.1 0.0
0.0 0.0 0.0
0.0 0.1 0.0
0.0 -0.1 0.0
0.1 0.0 0.0
0.0 0.0 0.0
0.0 -0.1 -0.2
0.0 0.0 0.0
0.0 0.1 0.1
0.0 0.0 0.0
0.0 0.0 0.0
0.0 0.0 0.0
0.0 0.0 0.0
0.0 0.0 0.0
0.0 0.0 0.0
0.0 0.0 0.0
0.0 0.0 0.0
0.0 0.0 0.0
0.0 0.0 0.0
0.0 0.0 0.0
0.0 0.0 0.0
0.0 0.0 0.0
0.0 0.0 0.0
0.0 0.0 0.0
0.0 0.0 0.0
0.0 0.0 0.0
-0.1 0.0 0.0
-0.1 0.0 -0.1
0.0 -0.1 0.0
0.0 0.1 -0.1
-0.1 0.0 0.3
0.0 0.1 -0.1
0.3 -0.1 0.0
-0.1 -0.1 0.0
0.0 0.0 0.1
0.0 0.0 -0.1
0.0 0.0 0.0
0.0 0.0 0.0
0.0 0.0 0.0
0.0 0.1 0.1
0.0 0.0 -0.1
0.0 0.0 0.0
0.0 0.0 0.0
0.0 0.0 0.0
0.0 0.0 0.0
0.0 0.0 0.0
0.0 0.0 0.0
0.0 0.0 0.0
0.0 0.0 0.0
0.0 0.0 0.0
0.0 0.0 0.0
0.0 0.0 0.0
0.0 0.0 0.0
0.0 0.0 0.0
0.0 0.0 0.0
0.0 0.0 0.0
0.0 0.0 0.0
0.0 0.1 0.0
0.0 0.0 0.1
0.0 0.0 0.0
0.0 0.1 0.0
0.0 0.0 0.0
0.0 0.0 0.0
0.0 0.0 0.0
0.0 0.0 0.0
0.0 0.0 0.0
0.0 0.0 0.0
0.0 0.0 0.0
0.0 0.0 0.0
0.0 0.0 0.0
0.0 -0.1 0.0
-0.1 0.1 0.0
0.0 -0.1 0.0
0.0 0.0 0.1

---

[3]
C14H23BeF3NO3PS | wB97M-V/def2-TZVPD

Summary:
ΔE to the lowest compared entry with this formula, charge and spin	129.6	kJ/mol
HOMO	-0.2746	hartree
lowest unoccupied orbital energy	-0.4540	eV
orbital gap	7.0	eV

Element x y z (Å)
1 C 3.90354 0.49412 -1.95890
2 C 2.78083 1.30073 -2.13780
3 C 1.59646 1.10148 -1.39938
4 C 1.57592 0.15898 -0.35428
5 C 2.69375 -0.68361 -0.24516
6 C 3.86153 -0.50694 -0.99589
7 C 0.42033 1.98175 -1.73522
8 C 0.18099 2.17055 -3.25797
9 N -0.27727 1.00744 -3.95999
10 Be 0.32933 0.08771 0.92168
11 C 2.68020 -1.84850 0.70682
12 P 0.95318 -2.35390 0.97307
13 H 2.82787 2.10616 -2.87299
14 H 4.71504 -1.16451 -0.81276
15 H 4.80437 0.65342 -2.55051
16 H 3.11173 -1.57732 1.68707
17 H 3.23647 -2.71804 0.32109
18 H -0.49951 1.61704 -1.26566
19 H 0.60018 2.99215 -1.32869
20 H -0.59712 2.94466 -3.35355
21 C 1.06915 -3.61603 2.24850
22 C 0.51456 -3.18312 -0.58120
23 H 1.09281 2.52265 -3.75432
24 C 0.56075 0.29935 -4.87350
25 C -1.62456 0.55044 -3.77813
26 H -0.05863 -0.70600 2.14075
27 H 0.17773 0.39933 -5.90550
28 H 1.58503 0.69381 -4.82419
29 H 0.57502 -0.77654 -4.62543
30 H -2.33724 1.15151 -4.37803
31 H -1.69653 -0.49809 -4.10900
32 H -1.93404 0.61511 -2.72073
33 H 1.16799 -4.05322 -0.75382
34 H -0.53303 -3.50199 -0.50651
35 H 0.60617 -2.48327 -1.42167
36 H 2.03619 -4.14118 2.18371
37 H 0.98334 -3.11516 3.22229
38 H 0.24418 -4.33077 2.13627
39 H -0.60507 -0.96136 1.63909
40 F -2.88592 1.84517 3.94050
41 C -2.49881 1.32340 2.76118
42 F -2.38171 -0.02564 2.89542
43 F -3.44314 1.57414 1.83120
44 S -0.84767 2.02686 2.19907
45 O -1.03568 3.42853 1.97628
46 O 0.14429 1.52256 3.12887
47 O -0.71445 1.25091 0.87265

Forces on the atoms, in the same order (eV/Å):
-0.1 0.2 0.3
-0.1 -0.3 0.0
0.8 0.4 -0.1
-0.2 -0.5 0.5
0.8 0.1 -0.3
-0.3 -0.1 -0.2
-0.1 0.5 -0.3
-0.4 0.0 0.3
0.3 -0.3 0.6
0.7 0.9 -2.3
0.2 -0.3 0.6
0.8 -1.0 -2.0
0.0 -0.3 0.1
-0.2 0.2 -0.2
-0.2 0.0 0.1
-0.1 -0.1 -0.2
0.1 0.3 0.1
0.3 0.1 -0.2
-0.1 -0.2 0.0
0.3 0.2 0.0
0.2 -0.6 0.2
0.3 -0.8 -0.2
-0.3 0.1 0.1
-0.1 -0.1 -0.2
0.0 0.2 -0.1
-2.1 0.5 0.9
0.3 -0.1 0.0
-0.3 -0.2 -0.1
0.2 0.2 -0.2
0.0 -0.2 0.2
-0.1 0.3 0.2
0.0 -0.1 -0.3
-0.3 0.1 -0.2
0.3 -0.1 -0.1
0.0 -0.1 0.3
-0.4 0.0 0.2
0.1 -0.3 -0.1
0.2 0.1 0.1
0.4 1.1 2.0
0.3 -0.4 -0.9
-0.3 0.1 0.1
-0.3 1.0 0.0
0.7 -0.2 0.8
-0.3 -0.2 -0.7
0.1 -0.9 0.3
-0.5 0.3 -0.4
-0.4 0.7 1.4

---

| no. | energy (eV) |
| --- | --- |
| 1 | -8931.8698 |
| 2 | -129668.8902 |
| 3 | -51199.6413 |